(1)
DFT (ωB97M-V/def2-TZVPD) results for a single C12H9BrN2O2 molecule in a non-equilibrium geometry.

Structure (SMILES) = O=C(c1[nH]ncc1-c1cccc(Br)c1)[C@@H]1CO1
Maximum force = 5.3 eV/A
DFT total energy = -3296.562317 a.u.

Structure (XYZ):
```
26
C12H9BrN2O2 | the Open Molecules 2025 dataset | ωB97M-V/def2-TZVPD
O -2.1755 1.6989 -0.1122
C -1.3671 1.2932 -0.9523
C -0.0003 1.4204 -0.7468
N 0.7545 2.3886 -1.3043
N 2.0725 2.1937 -1.0736
C 2.1681 1.2928 -0.1220
C 0.8818 0.7582 0.1387
C 0.5341 -0.3704 1.0229
C -0.5646 -0.1659 1.9324
C -0.7683 -1.1031 3.0052
C -0.0638 -2.3685 3.0430
C 0.8677 -2.5398 2.0485
Br 1.5705 -4.2224 1.8895
C 1.2199 -1.5624 1.1106
C -1.7996 0.6291 -2.2189
C -0.8420 0.1787 -3.4160
O -1.5102 1.4013 -3.4264
H 0.4627 3.3156 -1.8469
H 3.0540 0.9350 0.3768
H -1.0879 0.7723 1.9178
H -1.4379 -0.9182 3.8631
H -0.2141 -3.0916 3.8715
H 1.9948 -1.9180 0.4305
H -2.8225 0.2151 -2.0397
H -1.1478 -0.5560 -4.2223
H 0.2208 0.3234 -3.1691
```


(2)
DFT (ωB97M-V/def2-TZVPD) results for a molecular structure, C17H18N4O2SSr.

Maximum force = 0.2 eV/A
DFT total energy = -1457.135881 a.u.

Structure (XYZ):
```
43
C17H18N4O2SSr | the Open Molecules 2025 dataset | ωB97M-V/def2-TZVPD
Sr 0.7504 -2.1636 -1.8850
N 3.0430 0.8274 1.0604
C 3.8688 -0.0542 0.2231
C 2.9377 -0.9685 -0.5561
O 2.1148 -1.6571 0.1075
O 2.9793 -0.9715 -1.8195
H 3.6254 1.3935 1.6646
H 2.4553 0.2511 1.6542
H 4.5535 -0.6858 0.8005
H 4.4504 0.5424 -0.4768
C -0.4520 -4.7251 -1.7260
C -1.3637 -3.7972 -1.2221
C -2.4287 -3.2486 -2.0131
C -3.1394 -2.1491 -1.6168
C -2.8654 -1.5047 -0.3957
C -1.8672 -2.0380 0.4259
C -1.1456 -3.1453 0.0404
C -3.4760 -0.2664 -0.0609
N -3.8915 0.7765 0.2111
H -0.7001 -5.2816 -2.6218
H 0.2305 -5.2108 -1.0348
H -2.6544 -3.7161 -2.9643
H -3.9080 -1.7441 -2.2630
H -1.6468 -1.5635 1.3752
H -0.3830 -3.5381 0.7053
N 1.2299 1.4447 -1.2979
C -0.0731 1.2112 -1.4505
S -0.6611 0.3183 -2.7885
N -0.9281 1.6932 -0.5401
C -0.5722 2.4337 0.6248
C -1.0359 1.9995 1.8589
C -0.7111 2.7123 3.0030
C 0.0824 3.8473 2.9183
C 0.5323 4.2829 1.6796
C 0.1974 3.5866 0.5290
H 1.8474 1.0171 -1.9727
H 1.6468 1.6735 -0.3943
H -1.8969 1.4093 -0.6352
H -1.6642 1.1202 1.9134
H -1.0801 2.3767 3.9632
H 0.3385 4.3989 3.8131
H 1.1348 5.1787 1.6047
H 0.5258 3.9343 -0.4413
```


(3)
DFT (ωB97M-V/def2-TZVPD) results for a single C5H12O2 molecule.

Maximum force = 0.4 eV/A
DFT total energy = -348.047140 a.u.

Structure (XYZ):
```
19
C5H12O2 | the Open Molecules 2025 dataset | ωB97M-V/def2-TZVPD
C 2.3392 0.1155 1.4349
C 0.8775 0.4389 1.1438
C 0.2267 -0.5876 0.2444
O 0.2644 -1.8947 0.7074
C -1.2960 1.1015 -1.0041
C -1.7676 0.3559 -2.2353
O -1.1757 -0.2008 0.1111
H 2.4467 -0.8430 1.9539
H 2.9284 0.0631 0.5131
H 2.7805 0.8904 2.0677
H 0.2943 0.4953 2.0740
H 0.7613 1.3994 0.6332
H 0.6571 -0.5891 -0.7606
H 0.1438 -1.8864 1.6678
H -2.1855 1.5454 -0.5254
H -0.9837 -0.2888 -2.6582
H -2.6927 -0.2508 -2.1466
H -1.9712 1.1212 -2.9962
H -1.6477 -0.9853 -0.2249
```


(4)
DFT (ωB97M-V/def2-TZVPD) results for a single C3H7N3O molecule.

Structure (SMILES) = [H]/N=C/NC(=O)NC
Maximum force = 0.4 eV/A
DFT total energy = -358.045219 a.u.

Structure (XYZ):
```
14
C3H7N3O | the Open Molecules 2025 dataset | ωB97M-V/def2-TZVPD
H -4.1240 -0.1492 -0.6552
N -3.3626 0.0114 -0.0014
C -2.2462 -0.2404 -0.5529
N -1.0787 -0.0759 0.1741
C 0.1820 -0.1438 -0.4087
O 0.3476 -0.4090 -1.5848
N 1.1931 0.1650 0.4702
C 2.5575 0.2448 -0.0096
H -2.0671 -0.5795 -1.5771
H -1.1895 0.3837 1.0673
H 1.0585 -0.0593 1.4452
H 2.5475 0.7471 -0.9781
H 3.0294 -0.7363 -0.1366
H 3.1491 0.8405 0.6920
```


> Which of these has the highest maximum force?

C12H9BrN2O2